The following is a DFT calculation (ωB97M-V with the def2-TZVPD basis set) of C44H52BrN5OPRbS as an isolated structure at a distorted geometry.

Element x y z (Å)
Rb: 0.9734 0.4373 -0.9339
N: 6.5537 0.1718 -0.7383
C: 5.4539 -0.2006 0.0380
S: 5.0098 -1.8428 0.0644
N: 4.9530 0.7652 0.7496
N: 3.7284 0.8070 1.2015
C: 3.5059 1.3898 2.3404
C: 4.6282 1.8347 3.2089
C: 5.6566 0.9541 3.5418
C: 6.7352 1.3785 4.3025
C: 6.8111 2.6941 4.7386
C: 5.8011 3.5844 4.4017
C: 4.7219 3.1582 3.6437
C: 2.1235 1.6750 2.7312
C: 1.7981 2.0067 4.0584
C: 0.4973 2.3431 4.3770
C: -0.4715 2.3266 3.3834
C: -0.0785 1.9313 2.1138
N: 1.1690 1.6217 1.7906
H: 6.7536 -0.4962 -1.4629
H: 6.5201 1.1327 -1.0491
H: 5.6030 -0.0725 3.1998
H: 7.5225 0.6785 4.5555
H: 7.6553 3.0263 5.3316
H: 5.8570 4.6174 4.7260
H: 3.9407 3.8588 3.3736
H: 2.5627 1.9931 4.8214
H: 0.2373 2.6154 5.3934
H: -1.5000 2.5906 3.5904
H: -0.8064 1.8652 1.3069
C: 0.6747 -1.9320 3.7010
C: -0.6757 -2.1490 3.0219
C: -1.7062 -1.1556 3.5595
P: -0.5394 -1.9112 1.1610
C: 0.5576 -3.3803 0.7255
C: 0.1327 -4.7928 1.1197
C: 0.7775 -3.3167 -0.7874
C: -2.2316 -2.4084 0.6939
C: -2.8798 -3.5657 1.1059
C: -4.1928 -3.8599 0.7526
C: -4.8587 -5.1440 1.1868
C: -4.8813 -2.9113 -0.0123
C: -4.2955 -1.7323 -0.4084
C: -2.9321 -1.4264 -0.0936
N: -2.2950 -0.3371 -0.4955
C: -2.9299 0.7392 -1.0859
C: -3.7070 1.6443 -0.3297
C: -3.9546 1.3626 1.1282
C: -4.2252 2.7863 -0.9279
C: -4.0189 3.0713 -2.2720
C: -4.5541 4.3322 -2.9006
C: -3.2712 2.1672 -3.0164
C: -2.7247 1.0250 -2.4514
C: -1.8851 0.0957 -3.2818
H: 0.5684 -1.9720 4.7900
H: 1.0739 -0.9496 3.4350
H: 1.4080 -2.6836 3.4031
H: -1.0408 -3.1612 3.2275
H: -1.3472 -0.1371 3.4168
H: -1.8778 -1.3086 4.6304
H: -2.6585 -1.2618 3.0368
H: 1.5094 -3.1558 1.2178
H: -0.7188 -5.1180 0.5206
H: -0.1306 -4.8721 2.1771
H: 0.9608 -5.4846 0.9322
H: -0.1873 -3.2856 -1.3029
H: 1.3388 -4.1880 -1.1410
H: 1.3393 -2.4260 -1.0601
H: -2.3650 -4.2703 1.7495
H: -4.1233 -5.8451 1.5861
H: -5.3641 -5.6319 0.3478
H: -5.6127 -4.9752 1.9646
H: -5.9122 -3.1183 -0.2922
H: -4.8582 -1.0089 -0.9897
H: -3.0735 0.9006 1.5776
H: -4.7823 0.6577 1.2547
H: -4.1996 2.2790 1.6707
H: -4.8026 3.4823 -0.3224
H: -5.5026 4.6324 -2.4486
H: -4.7067 4.1974 -3.9724
H: -3.8502 5.1604 -2.7775
H: -3.0961 2.3640 -4.0709
H: -2.1232 0.1967 -4.3425
H: -2.0213 -0.9390 -2.9664
H: -0.8302 0.3463 -3.1568
Br: -1.6968 5.7347 -5.8295
C: -0.6594 4.5466 -4.6897
C: -0.7101 4.7072 -3.3220
C: 0.0376 3.8363 -2.5277
C: 0.8332 2.7825 -3.0205
C: 0.8158 2.6983 -4.4262
C: 0.1084 3.5582 -5.2693
H: -1.3188 5.4856 -2.8748
H: -0.0189 4.0078 -1.4518
H: 1.3912 1.9135 -4.9213
H: 0.1577 3.4518 -6.3479
C: 2.7161 -2.3143 -4.7514
C: 1.3069 -2.3319 -4.2036
C: 0.3294 -3.3432 -4.7641
O: 0.9713 -1.5670 -3.3377
H: 2.8061 -2.8544 -5.6921
H: 3.3756 -2.7726 -4.0100
H: 3.0369 -1.2805 -4.8746
H: 0.8065 -4.0547 -5.4349
H: -0.4535 -2.8039 -5.3008
H: -0.1480 -3.8712 -3.9380

Forces on atoms 1 to 6 (eV/Å):
Rb 0.062 0.062 -0.071
N 0.028 0.079 0.087
C -0.203 -0.306 -0.105
S -0.215 -0.232 -0.068
N 1.141 0.990 -0.191
N -1.176 -0.464 0.307

Output
Spin multiplicity: 1
Total energy in eV: -146792.800
Maximum force in eV/Å: 1.52
HOMO-LUMO gap in eV: 5.13
Charge: -2
Energy relative to the best compared isomer or geometry (same formula, charge and spin) in kJ/mol: 73.9
HOMO in hartree: -0.0558
LUMO level in Eh: 0.133